[1]
Density functional theory data (ωB97M-V/def2-TZVPD) for a structure of composition C19H32NO4P2Pm in a non-equilibrium geometry.

Computed properties:
* M: 545.42 Da
* 2S+1: 5
* largest force on an atom: 3.4 eV/Å
* <S²>: 6.435
* energy above the lowest of the compared OMol25 structures with the same formula, charge and spin: 4.5386 eV
* electronic energy: -65026.939 eV
* LUMO energy (spin up / spin down): 0.46 / -1.65 eV

CARTESIAN COORDINATES (ANGSTROEM)
C1 3.383 -2.425 1.011
C2 2.498 -1.458 0.521
N1 1.175 -1.492 0.827
C3 0.702 -2.447 1.671
C4 1.550 -3.393 2.239
C5 2.901 -3.390 1.901
C6 3.058 -0.446 -0.449
P1 2.128 1.180 -0.641
Pm1 -0.387 0.232 -0.056
P2 -2.017 -1.732 0.889
C7 -0.782 -2.499 2.065
C8 -1.858 1.662 -1.473
C9 -1.813 2.976 -1.059
C10 -2.632 3.899 -1.749
C11 -3.456 3.460 -2.783
C12 -3.492 2.114 -3.147
C13 -2.678 1.178 -2.467
O1 2.859 -1.214 -3.193
O2 0.333 -0.192 -3.851
H1 4.408 -2.415 0.654
H2 1.128 -4.118 2.945
H3 3.578 -4.133 2.314
C14 2.855 2.280 0.616
C15 2.481 2.057 -2.198
H4 -1.078 -3.553 2.177
H5 -0.944 -1.974 3.024
H6 3.012 -0.857 -1.503
H7 4.101 -0.202 -0.191
C16 -3.529 -1.154 1.746
C17 -2.629 -3.150 -0.076
H8 -1.195 3.323 -0.226
H9 -2.598 4.945 -1.443
H10 -4.095 4.176 -3.305
H11 -4.134 1.750 -3.949
H12 -2.740 0.122 -2.740
H13 -0.033 -0.613 -2.986
H14 -0.315 0.509 -4.034
H15 1.962 -0.864 -3.452
H16 2.863 -2.160 -3.434
H17 -0.450 -0.966 -1.743
H18 3.901 2.575 0.417
H19 2.225 3.183 0.680
H20 2.789 1.780 1.592
H21 3.536 2.328 -2.354
H22 2.126 1.468 -3.054
H23 1.880 2.979 -2.202
H24 -3.211 -3.874 0.522
H25 -3.242 -2.749 -0.898
H26 -1.762 -3.639 -0.541
H27 -4.090 -1.947 2.270
H28 -3.270 -0.346 2.448
H29 -4.186 -0.681 0.994
C18 0.195 1.364 4.627
O3 0.437 0.962 3.267
C19 -0.483 1.255 2.361
O4 -1.454 1.990 2.528
H30 -0.789 1.018 4.978
H31 0.288 2.453 4.729
H32 0.988 0.863 5.182

Cartesian forces (eV/Å) of the 2 atoms listed first:
C -0.6500 -0.1731 0.3128
C -0.2375 -0.2551 -0.0290

[2]
Density functional theory data (ωB97M-V/def2-TZVPD) for an isolated molecule of C19H33F2O5PSi2 in a non-equilibrium geometry.

Computed properties:
* M: 466.61 Da
* largest force on an atom: 3.4 eV/Å
* SMILES string: CCC(=O)OCC[Si@](CC)(CP(=O)(O)O)C(F)(F)CC[Si](C)(C)c1ccccc1
* energy above the lowest of the compared OMol25 structures with the same formula, charge and spin: 2.0832 eV
* electronic energy: -60956.844 eV
* LUMO energy: 0.34 eV

CARTESIAN COORDINATES (ANGSTROEM)
C1 -5.356 -1.653 -1.270
C2 -5.391 -2.531 0.056
C3 -4.615 -3.889 -0.077
O1 -5.109 -4.864 0.418
O2 -3.366 -3.972 -0.724
C4 -2.492 -3.068 -0.002
C5 -0.967 -3.330 -0.266
Si1 -0.036 -1.782 -0.938
C6 -1.104 -1.105 -2.358
C7 -0.613 -1.536 -3.825
C8 1.693 -2.403 -1.454
P1 2.754 -1.176 -2.337
O3 2.704 -1.257 -3.826
O4 4.322 -1.545 -1.886
O5 2.515 0.392 -1.872
C9 -0.017 -0.463 0.471
F1 -1.284 -0.425 1.130
F2 0.105 0.794 -0.163
C10 1.054 -0.705 1.593
C11 2.151 0.422 1.714
Si2 1.619 1.993 2.663
C12 2.481 2.243 4.341
C13 -0.288 1.975 2.961
C14 1.899 3.463 1.446
C15 3.166 3.453 0.683
C16 3.449 4.501 -0.294
C17 2.462 5.554 -0.518
C18 1.229 5.561 0.260
C19 0.910 4.521 1.253
H1 -6.408 -1.610 -1.658
H2 -5.072 -0.589 -1.041
H3 -4.711 -2.090 -2.076
H4 -4.919 -1.913 0.871
H5 -6.453 -2.703 0.360
H6 -2.688 -3.226 1.100
H7 -2.767 -1.998 -0.218
H8 -0.913 -4.080 -1.115
H9 -0.423 -3.802 0.591
H10 -2.149 -1.523 -2.262
H11 -1.241 0.012 -2.298
H12 -1.474 -2.033 -4.352
H13 -0.400 -0.598 -4.390
H14 0.224 -2.271 -3.823
H15 2.247 -2.855 -0.591
H16 1.521 -3.246 -2.184
H17 4.928 -0.907 -2.308
H18 1.899 0.840 -2.484
H19 0.559 -0.910 2.584
H20 1.592 -1.662 1.322
H21 2.577 0.674 0.701
H22 3.024 -0.019 2.286
H23 3.320 1.525 4.517
H24 1.702 2.057 5.139
H25 2.790 3.316 4.494
H26 -0.485 2.677 3.820
H27 -0.793 2.425 2.067
H28 -0.679 0.957 3.196
H29 3.936 2.656 0.791
H30 4.388 4.514 -0.902
H31 2.584 6.370 -1.263
H32 0.441 6.345 0.120
H33 -0.035 4.496 1.831

Cartesian forces (eV/Å) of the 2 atoms listed first:
C -0.7486 0.0697 0.2426
C 1.0389 0.9643 -0.7584

[3]
Density functional theory data (ωB97M-V/def2-TZVPD) for a structure of composition C19H33GaN5O2 in a non-equilibrium geometry.

Computed properties:
* M: 433.23 Da
* largest force on an atom: 5.2 eV/Å
* electronic energy: -84157.359 eV
* net charge: -1
* LUMO energy: 2.40 eV

CARTESIAN COORDINATES (ANGSTROEM)
C1 3.064 -5.770 2.187
C2 2.672 -4.443 1.294
O1 2.076 -4.821 -0.018
C3 1.373 -3.657 -0.621
C4 -0.181 -3.570 -0.092
Ga1 -0.589 -1.859 1.028
N1 0.248 -0.372 0.024
O2 0.325 -1.869 2.731
C5 -2.597 -1.390 1.167
C6 -3.544 -2.556 1.823
C7 -3.530 -4.154 1.458
N2 -4.498 -2.150 2.764
H1 2.171 -6.496 2.402
H2 3.954 -6.310 1.646
H3 3.484 -5.398 3.239
H4 1.969 -3.738 1.911
H5 3.699 -3.886 1.065
H6 1.965 -2.645 -0.518
H7 1.309 -3.892 -1.789
H8 -0.968 -3.641 -0.986
H9 -0.381 -4.540 0.566
H10 0.110 0.499 0.582
H11 1.254 -0.586 -0.154
H12 0.660 -0.920 2.912
H13 -2.951 -1.077 0.072
H14 -2.681 -0.412 1.845
H15 -3.768 -4.730 2.476
H16 -4.438 -4.425 0.741
H17 -2.500 -4.572 1.091
H18 -4.453 -1.117 2.908
N3 -5.279 1.661 3.560
C8 -5.498 1.677 2.207
C9 -5.870 2.954 1.851
C10 -5.869 3.738 3.030
C11 -5.498 2.915 4.069
H19 -4.999 0.852 4.098
H20 -5.373 0.780 1.615
H21 -6.114 3.286 0.850
H22 -6.112 4.789 3.111
H23 -5.372 3.113 5.125
N4 2.865 1.779 -0.702
C12 3.622 1.494 0.404
C13 4.779 2.237 0.331
C14 4.715 3.002 -0.858
C15 3.521 2.702 -1.475
H24 1.963 1.373 -0.915
H25 3.275 0.787 1.145
H26 5.583 2.230 1.056
H27 5.459 3.698 -1.225
H28 3.083 3.064 -2.396
N5 2.957 4.610 -4.872
C16 1.846 3.864 -5.168
C17 1.451 4.178 -6.449
C18 2.360 5.143 -6.945
C19 3.280 5.389 -5.951
H29 3.459 4.588 -3.994
H30 1.431 3.176 -4.443
H31 0.602 3.756 -6.971
H32 2.344 5.608 -7.922
H33 4.135 6.052 -5.920

Cartesian forces (eV/Å) of the 2 atoms listed first:
C 0.5045 0.6930 -0.0015
C 0.5945 -0.1742 0.3861

Which value of largest force on an atom does entry 1 give? 3.4 eV/Å